The following is a quantum chemistry calculation of a structure of composition CH5BO2 at a distorted geometry, from OMol25.

Geometry as XYZ:
```
9
Properties=species:S:1:pos:R:3:forces:R:3:mulliken_charge:R:1
B -0.351 -0.435 0.157 3.1 -0.1 -4.3 0.486
C -0.132 1.135 0.165 0.1 -2.7 1.7 -0.956
O 0.651 -1.130 -1.357 -4.6 -1.9 4.5 -0.687
O -0.820 -1.320 0.996 0.6 -2.3 0.5 -0.430
H 0.936 1.188 0.103 0.7 0.4 -0.1 0.296
H -0.451 1.529 1.097 -0.1 0.4 1.2 0.327
H -0.574 1.728 -0.544 -1.0 1.0 -2.2 0.375
H 1.178 -0.432 -1.578 2.2 3.0 -1.0 0.227
H -0.437 -2.263 0.960 -0.9 2.2 -0.3 0.363
```
Forces are in eV/Å.

## Properties
Highest occupied orbital energy in eV: -9.89
2S+1: 1
M in g/mol: 59.86
ΔE to the lowest compared entry with this formula, charge and spin in kcal per mole: 60.89
HOMO-LUMO gap in eV: 10.25

---

The following is a quantum chemistry calculation of a cluster of 12 separate species, BF4H22O11 in total at a distorted geometry, from OMol25.

Geometry as XYZ:
```
38
Properties=species:S:1:pos:R:3:forces:R:3:mulliken_charge:R:1
B 0.086 -0.330 -0.085 -0.9 -0.7 -1.5 0.741
F 0.944 -1.438 -0.068 0.1 0.7 0.9 -0.524
F -1.167 -0.750 0.399 0.4 0.0 0.5 -0.640
F 0.490 0.801 0.660 0.1 -0.6 0.4 -0.601
F -0.072 0.031 -1.424 0.1 0.3 0.4 -0.274
O 3.421 -1.529 -1.053 -0.1 0.2 0.2 -0.658
H 2.550 -1.382 -0.638 0.4 -0.2 -0.3 0.449
H 4.031 -0.979 -0.555 0.0 0.0 0.0 0.280
O -1.692 -1.628 -4.313 0.0 -0.1 0.2 -0.702
H -1.612 -1.646 -3.349 -0.1 -0.1 0.0 0.349
H -1.433 -2.511 -4.590 0.1 0.0 0.0 0.319
O 2.871 2.017 0.436 0.0 0.0 0.2 -0.666
H 3.440 1.250 0.550 0.0 0.0 0.0 0.274
H 1.996 1.719 0.738 0.5 0.2 -0.2 0.403
O 1.302 -0.635 2.977 0.0 0.2 -0.4 -0.695
H 1.514 0.161 3.472 -0.1 0.0 0.1 0.298
H 0.910 -0.303 2.154 0.0 0.0 0.4 0.356
O 2.232 -3.251 2.681 -0.1 -0.1 -0.1 -0.619
H 1.815 -2.391 2.502 0.2 -0.3 0.3 0.371
H 3.166 -3.047 2.773 0.0 0.0 0.0 0.285
O -0.187 0.835 -3.929 0.0 0.2 0.1 -0.721
H -0.500 -0.068 -4.077 0.0 0.1 -0.2 0.342
H -0.219 0.920 -2.966 0.1 0.0 -0.4 0.471
O -1.958 0.982 3.631 0.1 0.1 0.0 -0.647
H -2.389 0.722 2.807 -0.1 0.0 -0.1 0.377
H -1.726 1.905 3.492 0.0 0.0 -0.1 0.300
O 0.310 3.019 -0.790 0.0 -0.4 0.0 -0.763
H 1.059 2.989 -1.393 0.0 0.0 0.0 0.348
H 0.253 2.106 -0.447 0.3 0.6 -0.2 0.301
O -1.002 -3.396 -0.314 0.0 0.1 0.0 -0.671
H -0.749 -2.531 0.056 -0.2 -0.8 -0.2 0.422
H -1.875 -3.566 0.052 0.0 0.0 0.0 0.292
O -2.311 3.093 -0.073 0.0 -0.1 0.0 -0.649
H -2.569 3.993 -0.285 0.0 0.0 0.0 0.271
H -1.422 2.993 -0.469 -0.4 0.3 0.0 0.468
O -3.511 0.459 0.609 0.2 0.0 0.2 -0.706
H -3.351 1.364 0.305 0.1 0.0 0.0 0.365
H -2.644 0.021 0.524 -0.6 0.2 -0.1 0.453
```
Forces are in eV/Å.

## Properties
Highest occupied orbital energy in eV: -7.85
2S+1: 1
M in g/mol: 284.97
ΔE to the lowest compared entry with this formula, charge and spin in kcal per mole: 15.10
HOMO-LUMO gap in eV: 10.42
Total charge: -1

---

The following is a quantum chemistry calculation of a structure of composition C23H43As3CsN2, from OMol25.

Geometry as XYZ:
```
72
Properties=species:S:1:pos:R:3:forces:R:3:mulliken_charge:R:1
Cs -1.360 1.878 0.165 0.0 0.1 0.0 1.266
C -4.288 1.085 3.409 0.0 0.0 0.0 -1.697
C -4.404 1.310 1.926 0.0 -0.1 0.0 0.937
C -4.342 0.240 1.038 0.0 0.0 0.0 -0.603
C -4.499 0.426 -0.335 0.0 0.0 0.0 0.754
C -4.487 -0.751 -1.273 0.0 0.0 0.0 -1.590
C -4.696 1.717 -0.813 0.0 0.0 0.0 -0.587
C -4.761 2.811 0.052 -0.1 0.0 -0.2 0.792
C -5.020 4.192 -0.487 0.0 0.0 0.0 -1.599
C -4.619 2.589 1.416 0.2 0.0 0.1 -0.735
H -3.764 0.156 3.631 0.0 0.0 0.0 0.316
H -5.282 1.019 3.856 0.0 0.0 0.0 0.370
H -3.767 1.908 3.900 0.0 0.0 0.0 0.395
H -4.186 -0.762 1.425 0.0 0.0 0.0 0.381
H -5.486 -1.184 -1.346 0.0 0.0 0.0 0.350
H -3.816 -1.536 -0.922 0.0 0.0 0.0 0.361
H -4.187 -0.458 -2.279 0.0 0.0 0.0 0.306
H -4.812 1.878 -1.880 0.0 0.0 0.0 0.348
H -4.637 4.960 0.183 0.0 0.0 0.0 0.382
H -6.093 4.357 -0.596 0.0 0.0 0.0 0.327
H -4.567 4.325 -1.470 0.0 0.0 0.0 0.366
H -4.660 3.430 2.101 -0.1 0.0 0.0 0.384
C 2.519 0.810 -1.230 0.0 0.0 0.0 -0.874
As 1.092 -0.530 -1.240 0.0 0.0 0.0 0.448
C 1.114 -0.870 -3.166 0.0 0.0 0.0 -1.193
C 2.036 -2.189 -0.743 0.0 0.0 0.0 -2.011
C 2.315 -2.535 0.731 0.0 0.0 0.0 2.761
C 2.481 -4.062 0.810 0.0 0.0 0.0 -2.264
C 1.125 -2.174 1.639 0.0 0.0 0.0 -2.055
As 0.950 -0.307 2.274 0.0 -0.1 0.0 0.153
C 1.787 -0.509 4.030 0.0 0.1 0.0 -1.238
C -0.902 -0.538 2.905 0.0 0.0 0.0 -1.290
C 3.592 -1.852 1.243 0.0 0.0 0.0 -1.689
As 5.321 -2.457 0.476 0.0 0.0 0.0 0.268
C 5.614 -1.045 -0.854 0.0 0.0 0.0 -1.108
C 6.406 -1.628 1.882 0.0 0.0 0.0 -1.186
H 3.402 0.450 -1.754 0.0 0.0 0.0 0.245
H 2.785 1.080 -0.209 0.0 0.0 0.0 0.294
H 2.146 1.700 -1.740 0.0 0.0 0.0 0.410
H 2.123 -1.103 -3.508 0.0 0.0 0.0 0.402
H 0.753 0.018 -3.686 0.0 0.0 0.0 0.258
H 0.454 -1.703 -3.407 0.0 0.0 0.0 0.379
H 2.961 -2.247 -1.324 0.0 0.0 0.0 0.429
H 1.368 -2.954 -1.153 0.0 0.0 0.0 0.576
H 1.528 -4.555 0.607 0.0 0.0 0.0 0.522
H 2.816 -4.364 1.805 0.0 0.0 0.0 0.438
H 3.212 -4.422 0.087 0.0 0.0 0.0 0.534
H 1.165 -2.790 2.542 0.0 0.0 0.0 0.809
H 0.186 -2.416 1.131 0.0 0.0 0.0 0.426
H 1.496 0.328 4.664 0.0 0.0 0.0 0.437
H 2.872 -0.504 3.935 0.0 0.0 0.0 0.333
H 1.467 -1.442 4.492 0.0 0.0 0.0 0.368
H -0.975 -1.406 3.562 0.0 0.0 0.0 0.457
H -1.577 -0.694 2.060 0.0 0.0 0.0 0.239
H -1.227 0.343 3.461 0.0 0.0 0.0 0.443
H 3.691 -2.066 2.312 0.0 0.0 0.0 0.655
H 3.529 -0.764 1.133 0.0 0.0 0.0 0.350
H 5.026 -1.234 -1.752 0.0 0.0 0.0 0.256
H 6.667 -1.061 -1.135 0.0 0.0 0.0 0.481
H 5.369 -0.060 -0.454 0.0 0.0 0.0 0.303
H 6.302 -2.197 2.805 0.0 0.0 0.0 0.346
H 6.100 -0.596 2.056 0.0 0.0 0.0 0.333
H 7.454 -1.645 1.587 0.0 0.0 0.0 0.409
N -0.522 3.030 -4.953 0.0 0.0 0.0 -0.009
C -1.422 1.997 -5.017 0.0 0.0 0.0 -0.500
C -1.702 1.683 -3.723 0.0 0.0 0.0 -0.427
N -0.993 2.503 -2.869 0.0 -0.1 0.0 0.006
C -0.298 3.298 -3.648 0.0 0.0 0.0 -0.543
H -0.111 3.509 -5.736 0.0 0.0 0.0 0.195
H -1.772 1.592 -5.949 0.0 0.0 0.0 0.412
H -2.362 0.913 -3.358 0.0 0.0 0.0 0.370
H 0.374 4.075 -3.320 0.0 0.0 0.0 0.420
```
Forces are in eV/Å.

## Properties
Highest occupied orbital energy in eV: -10.48
2S+1: 1
M in g/mol: 705.28
ΔE to the lowest compared entry with this formula, charge and spin in kcal per mole: 1.49
HOMO-LUMO gap in eV: 8.22
Total charge: +1

---

The following is a quantum chemistry calculation of the molecule C4H8O3, from OMol25.

Geometry as XYZ:
```
15
Properties=species:S:1:pos:R:3:forces:R:3:mulliken_charge:R:1
C 0.045 0.653 2.455 -0.1 0.0 0.3 -0.631
O 0.587 0.270 1.187 -0.1 0.0 -0.1 -0.306
C -0.251 0.435 0.166 -0.3 0.1 -0.1 0.638
O -1.382 0.859 0.276 0.5 -0.2 0.0 -0.609
C 0.359 0.068 -1.174 0.2 -0.1 0.1 0.331
C 0.240 -1.429 -1.466 0.0 0.0 0.0 -1.226
O -0.283 0.832 -2.164 -0.2 0.1 0.0 -0.570
H -0.300 1.688 2.415 0.1 -0.1 0.0 0.297
H 0.854 0.540 3.174 -0.1 0.0 -0.1 0.229
H -0.799 0.006 2.704 0.1 0.1 0.1 0.290
H 1.418 0.344 -1.138 -0.1 0.0 -0.1 0.248
H 0.749 -2.035 -0.709 -0.1 0.1 -0.1 0.349
H 0.699 -1.625 -2.439 -0.1 0.0 0.1 0.318
H -0.812 -1.726 -1.519 0.1 0.1 0.0 0.291
H -1.123 1.120 -1.769 0.1 0.0 -0.2 0.352
```
Forces are in eV/Å.

## Properties
Structure (SMILES): COC(=O)[C@@H](C)O
Highest occupied orbital energy in eV: -10.50
2S+1: 1
M in g/mol: 104.10
ΔE to the lowest compared entry with this formula, charge and spin in kcal per mole: 17.44
HOMO-LUMO gap in eV: 11.32

---

Here are the calculated DFT total energy numbers, same order: -5889.7268, -34436.1565, -210588.5087, -10420.2470 (eV).